(1)
Entry from the Open Molecules 2025 dataset: 2 unconnected molecules or ions with the total composition C7H10FO3 at a distorted geometry (the ωB97M-V functional and the def2-TZVPD basis).

* E_LUMO (alpha / beta): 3.76 / 2.88 eV
* spin multiplicity: 3
* E_tot: -598.1244 Ha
* ⟨S²⟩: 2.0067
* total charge: -1
* gap between HOMO and LUMO (alpha / beta): 3.54 / 7.54 eV

Geometry as XYZ:
```
21
C7H10FO3, DFT the ωB97M-V functional and the def2-TZVPD basis
C 1.32 -0.55 -1.96
C 0.07 -1.41 1.90
C -0.97 -1.84 0.90
C -0.82 -0.43 1.17
C -0.52 2.31 0.26
C 1.21 0.59 -0.84
C -0.25 1.04 -0.57
O 0.37 -0.68 -2.89
O 2.36 -1.20 -2.02
O -1.07 0.75 -1.45
F -1.90 0.21 1.80
H -0.08 -1.54 2.90
H 1.05 -1.26 1.54
H -0.45 -2.40 0.10
H -1.63 -2.51 1.46
H -0.75 3.03 -0.51
H -1.47 1.93 0.94
H 0.24 2.61 0.92
H 2.03 1.36 -1.20
H 1.74 0.26 0.03
H -0.45 -0.27 -2.48
```

Atom charges from the natural (NBO) analysis, given in e for atoms 1 to 4: number 1, C, carries 0.799; number 2, C, carries -0.504; number 3, C, carries -0.528; number 4, C, carries 0.496

***

(2)
Entry from the Open Molecules 2025 dataset: a single C19H26N6OS2 molecule (the ωB97M-V functional and the def2-TZVPD basis).

* E_LUMO: 0.72 eV
* E_tot: -1939.8320 Ha
* gap between HOMO and LUMO: 8.48 eV
* SMILES: COc1ccccc1Nc1nc(N)nc(CSC(=S)N2C[C@H](C)C[C@H](C)C2)n1

Geometry as XYZ:
```
54
C19H26N6OS2, DFT the ωB97M-V functional and the def2-TZVPD basis
C 5.28 -1.60 -0.67
H 6.12 -1.43 0.01
O 4.05 -1.29 -0.06
C 3.85 0.00 0.36
C 4.76 1.03 0.23
C 4.44 2.31 0.68
C 3.21 2.55 1.26
C 2.29 1.53 1.41
C 2.60 0.25 0.96
N 1.73 -0.83 1.05
C 0.47 -0.92 1.53
N -0.13 0.14 2.08
C -1.36 -0.07 2.51
N -2.02 -1.22 2.44
C -1.33 -2.22 1.87
N -0.10 -2.13 1.40
N -1.98 -3.39 1.72
H -1.44 -4.19 1.45
H -2.84 -3.51 2.22
C -2.10 1.11 3.05
H -1.43 1.97 3.17
H -2.63 0.87 3.96
S -3.38 1.53 1.82
C -2.29 1.99 0.46
N -2.56 1.42 -0.71
C -3.48 0.32 -0.88
H -4.46 0.69 -1.19
H -3.61 -0.18 0.09
C -2.94 -0.70 -1.90
C -3.49 -2.09 -1.59
H -4.57 -2.07 -1.56
H -3.12 -2.43 -0.62
H -3.17 -2.80 -2.35
C -1.41 -0.67 -1.85
C -0.88 0.68 -2.34
C 0.52 0.94 -1.78
H 0.48 1.07 -0.71
H 0.94 1.85 -2.22
H 1.18 0.11 -2.01
C -1.86 1.79 -1.91
H -2.61 1.96 -2.69
H -1.33 2.73 -1.74
H -0.83 0.67 -3.43
H -1.00 -1.48 -2.46
H -1.09 -0.84 -0.82
H -3.26 -0.41 -2.91
S -1.11 3.10 0.72
H 2.09 -1.70 0.66
H 1.33 1.71 1.86
H 2.96 3.54 1.61
H 5.16 3.10 0.56
H 5.72 0.86 -0.23
H 5.23 -2.66 -0.92
H 5.44 -1.03 -1.59
```

Atom charges from the natural (NBO) analysis, given in e for atoms 1 to 4: number 1, C, carries -0.247; number 2, H, carries 0.179; number 3, O, carries -0.518; number 4, C, carries 0.258

***

(3)
Entry from the Open Molecules 2025 dataset: a gas-phase ion, C12H24NO6 (charge -1) at a distorted geometry (the ωB97M-V functional and the def2-TZVPD basis).

* E_LUMO: 2.90 eV
* E_tot: -977.6545 Ha
* total charge: -1
* gap between HOMO and LUMO: 6.73 eV
* SMILES: CCCOCN(OC[C@H](C)O)[C@@H](COCC)C(=O)[O-]

Geometry as XYZ:
```
43
C12H24NO6, DFT the ωB97M-V functional and the def2-TZVPD basis
C 2.29 -0.60 2.33
C 2.71 -1.59 1.12
C 3.71 -0.79 0.15
O 2.99 0.32 -0.47
C 2.14 -0.26 -1.52
N 0.72 0.17 -1.35
O 0.49 0.78 -0.14
C -0.22 2.03 -0.49
C 0.15 3.25 0.49
C -1.08 3.43 1.52
O 0.19 4.45 -0.36
C -0.26 -0.91 -1.66
C -1.39 -1.13 -0.55
O -2.10 -2.36 -0.84
C -2.91 -2.79 0.26
C -4.17 -1.85 0.59
C -1.02 -0.43 -3.03
O -2.24 -0.66 -3.27
O -0.20 0.29 -3.91
H 1.20 -0.28 2.27
H 2.95 0.32 2.25
H 2.44 -1.19 3.31
H 1.74 -1.92 0.61
H 3.23 -2.54 1.51
H 4.23 -1.47 -0.63
H 4.57 -0.29 0.75
H 2.52 0.22 -2.51
H 2.30 -1.38 -1.64
H 0.13 2.28 -1.56
H -1.33 1.78 -0.55
H 1.14 3.06 1.03
H -2.04 3.03 1.05
H -1.14 4.53 1.80
H -0.85 2.80 2.46
H 1.11 4.81 -0.37
H 0.23 -1.94 -1.83
H -2.16 -0.26 -0.57
H -1.01 -1.18 0.53
H -2.24 -2.94 1.18
H -3.35 -3.83 0.01
H -4.74 -2.31 1.48
H -3.86 -0.78 0.84
H -4.88 -1.87 -0.31
```

Atom charges from the natural (NBO) analysis, given in e for atoms 1 to 4: number 1, C, carries -0.626; number 2, C, carries -0.442; number 3, C, carries -0.070; number 4, O, carries -0.555

***

(4)
Entry from the Open Molecules 2025 dataset: 3 unconnected molecules or ions with the total composition C26H29BNO7 at a distorted geometry (the ωB97M-V functional and the def2-TZVPD basis).

* E_LUMO: -0.10 eV
* E_tot: -1614.2783 Ha
* total charge: -1
* gap between HOMO and LUMO: 4.49 eV

Geometry as XYZ:
```
64
C26H29BNO7, DFT the ωB97M-V functional and the def2-TZVPD basis
C -3.77 -1.59 2.00
C -3.76 -1.29 0.82
C -3.52 -0.89 -0.65
C -2.62 -2.03 -1.30
C -1.12 -1.59 -1.48
C -0.09 -2.39 -0.61
C -0.30 -1.86 0.86
C 0.99 -1.89 1.68
C 1.94 -1.81 2.43
C -0.29 -3.94 -0.90
O 0.60 -4.16 -1.96
B 1.87 -3.48 -1.53
C 2.55 -4.58 -0.49
C 4.09 -4.66 -0.50
N 4.74 -4.73 0.61
C 2.76 -2.95 -2.79
C 3.88 -1.94 -2.41
O 3.40 -0.56 -2.43
O 1.28 -2.24 -0.92
H -3.48 -1.71 3.05
H -3.01 0.10 -0.63
H -4.52 -0.86 -1.13
H -2.74 -2.92 -0.64
H -3.05 -2.28 -2.29
H -0.85 -1.75 -2.55
H -1.09 -0.49 -1.28
H -0.63 -0.80 0.82
H -1.08 -2.41 1.43
H 2.60 -1.64 3.27
H -1.26 -4.31 -1.29
H -0.16 -4.52 0.05
H 2.18 -4.35 0.54
H 2.15 -5.58 -0.79
H 4.66 -4.68 -1.45
H 4.07 -4.72 1.38
H 2.06 -2.41 -3.47
H 3.19 -3.78 -3.41
H 4.74 -1.97 -3.13
H 4.30 -2.12 -1.39
H 3.81 -0.16 -1.66
C -3.31 4.56 0.08
C -3.44 5.27 1.20
C -3.62 4.61 2.51
O -3.73 5.27 3.53
C -3.65 3.14 2.53
C -3.53 2.42 1.42
C -3.35 3.08 0.10
O -3.23 2.43 -0.92
H -3.18 5.03 -0.89
H -3.41 6.36 1.20
H -3.79 2.67 3.50
H -3.56 1.34 1.42
C 0.47 4.18 -0.23
C 1.60 4.70 -0.71
C 2.66 5.20 0.20
O 3.69 5.68 -0.24
C 2.41 5.11 1.65
C 1.28 4.59 2.13
C 0.23 4.09 1.23
O -0.80 3.62 1.66
H -0.31 3.81 -0.88
H 1.80 4.77 -1.77
H 3.20 5.48 2.30
H 1.09 4.52 3.19
```

Atom charges from the natural (NBO) analysis, given in e for atoms 1 to 4: number 1, C, carries -0.311; number 2, C, carries 0.002; number 3, C, carries -0.486; number 4, C, carries -0.397

***

(5)
Entry from the Open Molecules 2025 dataset: a molecular structure, C32H27IrN8O7S2 at a distorted geometry (the ωB97M-V functional and the def2-TZVPD basis).

* E_LUMO (alpha / beta): -1.74 / -1.74 eV
* E_tot: -3100.7282 Ha
* gap between HOMO and LUMO (alpha / beta): 5.62 / 5.62 eV

Geometry as XYZ:
```
77
C32H27IrN8O7S2, DFT the ωB97M-V functional and the def2-TZVPD basis
Ir 0.25 -0.25 -1.59
C 1.19 -2.84 -0.74
N 1.15 -2.05 -2.01
C 2.54 -1.73 -2.45
C 3.11 -0.66 -1.53
N 2.26 0.57 -1.53
C 2.50 1.34 -0.28
C 2.55 1.38 -2.72
C 3.68 2.18 -2.78
C 3.93 2.95 -3.90
C 3.04 2.93 -4.96
C 1.92 2.11 -4.92
C 1.68 1.31 -3.80
S 0.33 0.19 -3.81
C 0.34 -2.83 -2.96
C 0.91 -3.74 -3.83
C 0.09 -4.52 -4.64
C -1.29 -4.39 -4.54
C -1.85 -3.47 -3.66
C -1.04 -2.67 -2.86
S -1.72 -1.43 -1.79
H 1.84 -3.71 -0.89
H 0.18 -3.18 -0.53
H 1.54 -2.23 0.08
H 2.48 -1.36 -3.47
H 3.16 -2.62 -2.41
H 4.12 -0.41 -1.85
H 3.17 -1.02 -0.50
H 3.57 1.46 -0.10
H 2.05 0.80 0.55
H 2.04 2.32 -0.38
H 4.37 2.22 -1.94
H 4.82 3.58 -3.93
H 3.21 3.55 -5.83
H 1.22 2.10 -5.74
H 1.98 -3.85 -3.90
H 0.52 -5.22 -5.34
H -1.94 -4.99 -5.16
H -2.93 -3.35 -3.60
O -1.52 5.87 3.57
N -1.65 5.90 2.36
O -1.95 6.89 1.72
C -1.42 4.66 1.61
C -1.54 4.67 0.24
C -1.27 3.52 -0.47
C -0.86 2.30 0.16
O -0.47 1.23 -0.39
C -0.90 2.35 1.60
C -1.11 3.51 2.31
N -0.62 1.16 2.32
O -1.49 0.07 1.79
O -0.41 1.18 3.54
N -1.39 3.62 -1.92
O -2.03 4.55 -2.38
O -0.83 2.78 -2.60
H -1.83 5.56 -0.28
H -1.05 3.50 3.39
N -6.20 -2.55 7.41
C -5.28 -2.33 6.76
C -4.12 -2.06 5.95
C -2.92 -1.69 6.54
C -1.81 -1.43 5.77
C -1.88 -1.55 4.38
C -3.09 -1.90 3.78
C -4.20 -2.16 4.56
N -0.75 -1.33 3.59
C 0.52 -1.15 3.99
C 1.31 -0.86 2.88
N 0.61 -0.75 1.77
C -0.76 -1.04 2.13
H -2.86 -1.60 7.62
H -0.89 -1.11 6.25
H -3.17 -1.96 2.70
H -5.13 -2.43 4.09
H 0.83 -1.27 5.02
H 2.38 -0.71 2.90
H -1.21 -1.89 1.60
```

Atom charges from the Mulliken analysis, given in e for atoms 1 to 4: number 1, Ir, carries 3.352; number 2, C, carries -0.886; number 3, N, carries 0.075; number 4, C, carries -1.234

***

(6)
Entry from the Open Molecules 2025 dataset: 5 unconnected molecules or ions with the total composition C20H40O5 at a distorted geometry (the ωB97M-V functional and the def2-TZVPD basis).

* E_LUMO (alpha / beta): -2.73 / -8.83 eV
* spin multiplicity: 2
* E_tot: -1161.7373 Ha
* ⟨S²⟩: 0.7542
* total charge: +1
* gap between HOMO and LUMO (alpha / beta): 8.59 / 2.49 eV

Geometry as XYZ:
```
65
C20H40O5, DFT the ωB97M-V functional and the def2-TZVPD basis
C 2.01 2.97 2.50
C 1.13 3.64 1.39
C 2.10 4.56 0.57
O 3.40 4.26 1.21
C 3.40 3.03 1.80
H 1.69 1.95 2.71
H 2.13 3.56 3.41
H 0.22 4.16 1.70
H 0.66 2.89 0.76
H 1.81 5.61 0.64
H 2.13 4.15 -0.44
H 4.13 2.97 2.60
H 3.65 2.23 1.10
C 1.21 -0.70 -0.89
C 0.69 -0.71 0.62
C -0.55 0.17 0.52
O -0.33 0.98 -0.59
C 0.83 0.66 -1.41
H 0.60 -1.37 -1.50
H 2.28 -0.85 -0.85
H 1.51 -0.28 1.20
H 0.33 -1.68 0.95
H -0.77 0.60 1.50
H -1.35 -0.50 0.20
H 1.69 1.34 -1.38
H 0.57 0.57 -2.46
C -3.84 -0.74 -1.83
C -3.44 -2.21 -2.11
C -4.45 -2.98 -1.47
O -5.08 -2.09 -0.51
C -4.37 -0.86 -0.37
H -4.63 -0.47 -2.54
H -3.00 -0.06 -1.89
H -2.44 -2.37 -1.69
H -3.38 -2.36 -3.19
H -4.18 -3.86 -0.89
H -5.22 -3.24 -2.20
H -3.70 -0.93 0.49
H -5.07 -0.07 -0.11
C -1.79 -4.12 2.97
C -2.94 -5.23 2.90
C -4.17 -4.29 2.74
O -3.75 -3.01 3.25
C -2.44 -3.07 3.91
H -1.52 -3.69 2.01
H -0.83 -4.51 3.32
H -3.06 -5.76 3.85
H -2.84 -5.90 2.06
H -5.00 -4.67 3.34
H -4.19 -4.23 1.66
H -2.47 -3.40 4.94
H -1.97 -2.09 3.89
C 4.76 2.77 -2.01
C 4.58 1.42 -2.72
C 3.73 1.77 -3.97
O 3.02 2.90 -3.51
C 3.96 3.78 -2.85
H 5.79 3.09 -1.87
H 4.17 2.74 -1.08
H 4.09 0.61 -2.18
H 5.46 1.01 -3.20
H 3.02 1.02 -4.31
H 4.28 2.02 -4.88
H 3.31 4.43 -2.27
H 4.43 4.47 -3.55
```

Atom charges from the natural (NBO) analysis, given in e for atoms 1 to 4: number 1, C, carries -0.423; number 2, C, carries -0.451; number 3, C, carries -0.073; number 4, O, carries -0.535

***

(7)
Entry from the Open Molecules 2025 dataset: a molecular structure, C8H12IrO2S2 (the ωB97M-V functional and the def2-TZVPD basis).

* E_LUMO: 2.81 eV
* E_tot: -1363.2675 Ha
* total charge: -1
* gap between HOMO and LUMO: 6.59 eV

Geometry as XYZ:
```
25
C8H12IrO2S2, DFT the ωB97M-V functional and the def2-TZVPD basis
Ir 0.85 -0.56 -0.58
C -1.03 1.55 3.25
C -0.65 1.23 1.83
S 0.24 -0.27 1.57
C -0.91 1.95 0.76
C -1.65 3.26 0.72
S -0.34 1.32 -0.78
H -0.71 0.76 3.92
H -2.11 1.67 3.36
H -0.56 2.48 3.59
H -2.01 3.54 1.71
H -2.51 3.20 0.05
H -1.01 4.06 0.36
C -1.53 -2.16 -1.01
C -0.03 -2.20 -1.29
O 0.44 -3.18 -1.85
H -2.01 -3.07 -1.40
H -1.96 -1.27 -1.48
H -1.69 -2.06 0.06
C 3.16 -2.06 -2.41
C 2.75 -1.01 -1.41
O 3.59 -0.24 -0.97
H 4.23 -1.98 -2.64
H 2.56 -1.92 -3.32
H 2.90 -3.04 -2.04
```

Atom charges from the natural (NBO) analysis, given in e for atoms 1 to 4: number 1, Ir, carries 0.308; number 2, C, carries -0.638; number 3, C, carries -0.222; number 4, S, carries -0.074

***

(8)
Entry from the Open Molecules 2025 dataset: a single C3H7N3S2 molecule at a distorted geometry (the ωB97M-V functional and the def2-TZVPD basis).

* E_LUMO: 0.58 eV
* E_tot: -1079.0818 Ha
* gap between HOMO and LUMO: 8.87 eV
* SMILES: CN(C=S)/N=C\NS

Geometry as XYZ:
```
15
C3H7N3S2, DFT the ωB97M-V functional and the def2-TZVPD basis
C 1.84 -1.03 -1.40
C 1.05 1.07 -0.38
C -0.21 -1.15 1.23
H 2.66 -1.55 -1.01
H 1.15 -1.84 -1.82
H 2.10 -0.37 -2.23
H 1.44 1.51 -1.32
H -0.27 -1.58 2.28
H -2.17 -0.85 1.40
H -1.60 0.87 -0.65
N 1.21 -0.27 -0.36
N 0.99 -0.97 0.83
N -1.47 -0.98 0.68
S 0.38 2.07 0.75
S -1.91 -0.44 -0.84
```

Atom charges from the natural (NBO) analysis, given in e for atoms 1 to 4: number 1, C, carries -0.398; number 2, C, carries -0.075; number 3, C, carries 0.315; number 4, H, carries 0.213